Formula: C10H12N4O2S
Source: the Open Molecules 2025 dataset
Level of theory: ωB97M-V/def2-TZVPD

Computed properties:
**DFT total energy**: -1155.914454 Eh
**Kohn-Sham gap**: 9.28 eV
**SMILES string**: Cc1noc(C)c1CSc1nnc(C)c(=O)[nH]1
**HOMO level**: -9.2 eV
**Charge**: 0

Each line ends with the natural charge from an NBO analysis.
Geometry (Å):
H (4.1702, 1.8416, -1.7263)  0.242
H (1.5872, -3.4336, 0.3485)  0.238
C (2.2128, -0.0576, 0.4096)  -0.218
O (-4.2210, 0.9589, -1.0722)  -0.574
C (1.5176, 0.7527, 1.4306)  -0.507
N (-0.9409, -0.4525, 0.7321)  -0.377
N (3.5156, -0.5892, -1.3336)  -0.141
H (1.8716, -2.6406, 1.9066)  0.228
H (-3.8613, -2.8366, 0.0434)  0.236
C (-3.2422, 0.5024, -0.5307)  0.601
C (2.1632, -1.4146, 0.2019)  0.380
O (2.9497, -1.7193, -0.8386)  -0.274
H (-5.0461, -1.5074, 0.1518)  0.234
C (3.5188, 1.8096, -0.8586)  -0.651
N (-2.1319, 1.2977, -0.2471)  -0.586
H (0.4026, -2.2728, 0.9957)  0.268
C (-4.1371, -1.8576, -0.3350)  -0.643
C (-3.0380, -0.8880, -0.0902)  0.121
C (3.0951, 0.4112, -0.6088)  0.165
C (-1.0339, 0.7856, 0.3713)  0.272
N (-1.9578, -1.2855, 0.4902)  -0.201
H (-2.1676, 2.2763, -0.5131)  0.430
H (2.2034, 1.4263, 1.9453)  0.238
C (1.4601, -2.5107, 0.9066)  -0.685
H (0.9782, 0.1276, 2.1379)  0.265
H (4.0530, 2.1982, 0.0077)  0.221
H (2.6487, 2.4413, -1.0310)  0.228
H (-4.3432, -1.9116, -1.4029)  0.235
S (0.2751, 1.8884, 0.6843)  0.257

Cartesian forces (eV/Å) of the 6 atoms listed first:
0.1 0.1 0.0
0.0 -0.1 0.0
0.1 -0.8 -0.3
-0.1 -0.1 0.0
-0.4 0.1 -0.3
0.9 0.9 0.2